Molecular formula: C38H55IrO10P2Sb3Si
Method: DFT, ωB97M-V with the def2-TZVPD basis set

XYZ file:
```
110
Properties=species:S:1:pos:R:3:forces:R:3
Ir 0.435 -0.640 -0.512 -0.3070 -0.1329 0.1535
C 0.342 -0.885 4.168 0.0510 -0.0106 -0.0554
Sb 0.414 0.891 3.006 -0.0345 -0.0516 0.1960
C 2.092 1.805 3.945 -0.0136 0.0851 -0.0127
C -1.105 2.056 4.090 0.1171 -0.0475 -0.0193
C -2.502 1.588 3.967 -0.0450 -0.0128 0.0177
C -2.924 0.505 4.743 0.0256 -0.0304 0.0037
C -4.210 0.005 4.658 0.0279 -0.0156 0.0190
C -5.116 0.605 3.793 0.0022 0.0227 -0.0168
C -4.716 1.690 3.032 0.0157 0.0238 -0.0176
C -3.416 2.197 3.092 0.0068 0.0940 -0.0373
C -3.038 3.357 2.224 -0.0677 -0.0429 0.0580
Sb -2.411 2.760 0.228 -0.1085 0.0224 0.0456
C -4.409 2.262 -0.423 -0.0079 0.0067 -0.0040
C -2.549 4.787 -0.499 0.0752 -0.0077 -0.0413
H -0.563 -1.444 3.943 0.0086 0.0291 0.0109
H 0.366 -0.607 5.223 -0.0148 -0.0008 -0.0090
H 1.223 -1.481 3.934 -0.0225 0.0063 -0.0205
H 1.951 1.736 5.025 -0.0164 0.0010 0.0068
H 2.148 2.849 3.647 -0.0015 -0.0101 -0.0317
H 3.014 1.295 3.672 -0.0096 -0.0335 -0.0185
H -0.918 3.080 3.782 -0.0148 0.0035 0.1271
H -0.674 1.860 5.075 -0.1664 0.1738 0.1048
H -2.216 0.048 5.426 -0.0214 0.0024 -0.0055
H -4.508 -0.838 5.268 0.0097 0.0139 -0.0033
H -6.133 0.240 3.724 0.0127 0.0029 -0.0037
H -5.431 2.173 2.375 0.0025 0.0023 -0.0064
H -2.219 3.941 2.640 -0.0299 0.0230 -0.0303
H -3.884 4.031 2.080 -0.0297 -0.0557 -0.0062
H -5.111 3.067 -0.199 0.0250 0.0103 0.0175
H -4.743 1.347 0.066 -0.0013 -0.0134 -0.0116
H -4.398 2.092 -1.501 -0.0171 0.0146 0.0427
H -3.438 5.271 -0.092 0.0028 -0.0331 0.0271
H -2.613 4.789 -1.588 -0.0227 0.0043 0.0598
H -1.663 5.348 -0.200 -0.0145 -0.0198 -0.0030
O 3.302 -0.409 -0.435 0.2262 -0.0840 -0.2177
P 3.211 0.243 1.029 0.0155 -0.0195 -0.0393
O 4.406 -0.006 1.833 -0.0407 0.1140 0.1167
O 1.821 -0.208 1.528 0.1947 -0.3278 -0.2420
O 3.021 1.821 0.715 -0.0173 -0.0587 -0.1749
P 1.698 2.468 0.047 -0.0235 0.0208 0.2526
O 2.286 3.379 -1.118 0.0444 0.2423 0.0842
O 0.947 3.234 1.061 0.0149 0.0318 0.0288
O 0.960 1.349 -0.686 0.1522 0.0147 -0.2402
H 4.202 -0.659 -0.692 -0.2062 0.0825 0.1863
H 2.422 4.290 -0.815 -0.0466 -0.2488 -0.0687
C 3.189 -3.524 0.860 0.0087 -0.0611 0.0247
Si 1.397 -3.811 0.443 -0.1132 0.0516 0.0683
C 0.338 -3.991 1.978 0.0451 -0.0104 0.0319
C 1.247 -5.319 -0.645 0.0172 -0.0303 0.0341
O 0.756 -2.522 -0.402 0.0622 0.3148 -0.2271
H 3.546 -4.353 1.479 -0.0035 0.0113 -0.0361
H 3.354 -2.604 1.421 -0.0100 -0.0051 -0.0024
H 3.803 -3.500 -0.044 -0.0230 0.0468 0.0140
H -0.457 -4.725 1.833 0.0051 0.0343 -0.0250
H -0.131 -3.032 2.211 0.0217 -0.0276 0.0194
H 0.924 -4.302 2.847 -0.0138 0.0050 -0.0223
H 1.620 -6.203 -0.119 -0.0083 0.0281 -0.0074
H 1.839 -5.195 -1.554 -0.0223 -0.0178 0.0002
H 0.209 -5.510 -0.926 0.0261 0.0131 -0.0048
C -3.766 -1.486 0.392 -0.0568 0.0311 0.0206
O -2.534 -1.162 -0.279 -0.1139 0.0153 -0.0430
C -1.521 -0.749 0.511 0.2511 -0.1411 -0.3276
O -1.677 -0.651 1.709 0.0298 0.1098 0.3563
H -3.705 -2.488 0.815 0.0210 -0.0016 0.0071
H -4.542 -1.447 -0.368 0.0084 -0.0194 -0.0190
H -3.968 -0.777 1.193 -0.0194 0.0194 -0.0172
C -0.746 3.077 -2.902 0.0141 0.0054 -0.0516
C 0.075 2.764 -4.120 -0.0048 -0.0258 0.0094
C 0.490 3.804 -4.951 -0.0027 0.0030 -0.0253
C 1.189 3.559 -6.121 -0.0079 -0.0063 0.0059
C 1.481 2.255 -6.490 0.0020 0.0042 0.0009
C 1.086 1.211 -5.668 -0.0299 -0.0010 0.0286
C 0.402 1.453 -4.477 0.0129 0.0257 -0.0073
Sb -0.222 -0.243 -3.319 0.1111 -0.0694 0.0117
C -1.713 -0.877 -4.718 0.0455 -0.0005 -0.0407
C -1.286 -1.516 -5.880 -0.0058 -0.0133 0.0037
C -2.192 -1.890 -6.859 -0.0377 0.0099 0.0079
C -3.542 -1.620 -6.675 0.0299 -0.0128 -0.0091
C -3.966 -0.972 -5.526 -0.0060 0.0084 0.0181
C -3.066 -0.582 -4.536 -0.0104 0.0176 0.0427
C -3.564 0.181 -3.335 -0.0056 0.0105 -0.1040
C 1.412 -1.537 -3.791 0.0385 0.0467 0.0586
C 2.670 -0.947 -3.913 -0.0046 -0.0410 -0.0238
C 3.814 -1.722 -4.034 0.0111 -0.0106 -0.0065
C 3.705 -3.104 -4.030 -0.0219 0.0033 -0.0055
C 2.458 -3.695 -3.883 0.0147 -0.0057 -0.0195
C 1.301 -2.933 -3.737 -0.0244 0.0090 -0.0128
C -0.011 -3.618 -3.468 -0.0269 -0.0019 -0.0496
H -0.684 4.134 -2.645 0.0346 -0.0234 -0.0129
H -0.422 2.497 -2.039 0.0046 -0.0050 -0.0216
H -1.801 2.846 -3.083 -0.0012 0.0131 -0.0050
H 0.251 4.823 -4.671 0.0009 -0.0099 0.0000
H 1.500 4.386 -6.748 -0.0031 -0.0064 0.0060
H 2.015 2.048 -7.408 -0.0060 0.0001 0.0134
H 1.325 0.196 -5.958 0.0057 -0.0084 -0.0113
H -0.233 -1.743 -6.017 -0.0188 0.0021 -0.0018
H -1.848 -2.392 -7.755 -0.0093 0.0048 0.0126
H -4.264 -1.913 -7.426 0.0116 0.0041 0.0062
H -5.021 -0.758 -5.389 0.0116 -0.0037 -0.0060
H -4.632 0.018 -3.187 0.0164 -0.0006 0.0126
H -3.420 1.257 -3.483 0.0058 -0.0544 0.0018
H -3.045 -0.105 -2.420 0.0044 -0.0140 0.0496
H 2.766 0.132 -3.913 -0.0036 -0.0022 0.0111
H 4.782 -1.246 -4.138 -0.0107 -0.0077 0.0086
H 4.587 -3.723 -4.134 -0.0099 0.0065 -0.0033
H 2.378 -4.776 -3.873 -0.0017 0.0078 0.0075
H 0.088 -4.699 -3.557 0.0068 0.0074 0.0099
H -0.795 -3.292 -4.153 0.0411 -0.0357 0.0201
H -0.343 -3.398 -2.450 -0.0124 0.0130 0.0041
```
Positions in Å, forces in eV/Å.

For the lowest unoccupied orbital energy (alpha / beta), the calculation gives 0.571 / -1.423 eV. As for the spin multiplicity: 6. The calculation puts the orbital gap (alpha / beta) at 7.7 / 6.5 eV.

---

Molecular formula: C6H12NO3
Method: DFT, ωB97M-V with the def2-TZVPD basis set

XYZ file:
```
22
Properties=species:S:1:pos:R:3:forces:R:3
C 0.401 2.679 -0.391 -0.2128 0.5093 0.4844
C -0.147 1.272 0.062 -0.3386 2.4127 1.3430
O 0.231 0.935 1.401 -0.2800 -0.6723 -0.6529
C -0.379 -0.310 1.763 1.6836 -1.5623 4.0065
O -1.756 -0.326 1.709 0.1572 -0.7281 -2.1109
C 0.358 -1.517 1.042 -1.0297 0.6454 -0.1217
C 0.314 -1.170 -0.430 0.2694 5.6551 -2.0894
N 0.348 -2.213 -1.497 -0.2756 -0.4425 1.3967
C 0.229 0.263 -0.898 -0.0343 -8.2617 0.4625
O 0.093 0.512 -2.217 -0.0985 1.0290 1.1798
H 1.423 2.804 -0.079 0.9977 -0.9038 -0.5289
H 0.101 3.595 0.172 -1.2353 -0.9580 -0.5831
H 0.314 2.854 -1.512 0.1217 0.1408 1.5631
H -1.248 1.200 0.109 0.0247 0.6385 -0.5905
H -0.075 -0.539 2.884 -0.3644 1.1325 -2.0140
H -2.190 0.108 2.429 0.0496 0.4990 0.8305
H -0.010 -2.541 1.374 -0.0914 1.3681 -0.7008
H 1.355 -1.437 1.469 0.3231 -0.1261 -0.2541
H 0.914 -3.020 -1.242 1.0902 0.2983 -0.3687
H 0.399 -1.949 -2.468 0.9467 0.7276 -0.4145
H -0.530 -2.671 -1.488 -1.9449 -0.4813 0.1765
H -0.146 1.473 -2.192 0.2416 -0.9203 -1.0137
```
Positions in Å, forces in eV/Å.

For the lowest unoccupied orbital energy, the calculation gives -3.371 eV. The charge is +1. The calculation puts the orbital gap at 9.2 eV.